1.
A 3-piece molecular cluster, C23H46BrN6O2 overall, computed with ωB97M-V/def2-TZVPD.

Output
⟨S²⟩ = 2.01
molar mass = 518.57 g/mol
energy = -107664.33766 eV
LUMO (alpha / beta) = -3.45 / -3.45 eV
frontier orbital gap (alpha / beta) = 6.702 / 7.436 eV
charge = +1
spin multiplicity = 3

Last column: Löwdin spin population.
Geometry (Å):
C -3.76873 1.03980 3.16026  0.000
C -5.10903 0.30839 3.43128  0.000
Br -4.82715 -1.59137 3.91467  0.000
C -6.17756 0.45545 2.28744  0.000
N -7.20621 1.41840 2.76649  0.000
N -6.80271 2.67198 2.82647  0.000
C -7.89741 3.34063 3.33157  0.000
N -8.89481 2.49557 3.54251  0.000
C -8.46873 1.21578 3.19091  0.000
N -9.11350 0.04271 3.26253  0.000
H -3.20109 0.59479 2.32037  0.000
H -3.89827 2.12574 2.91825  0.000
H -3.19661 1.03331 4.11523  0.000
H -5.53939 0.76384 4.35231  0.000
H -5.74227 0.79242 1.31882  0.000
H -6.64002 -0.53074 2.06820  0.000
H -5.91104 3.09385 2.58292  0.000
H -7.83879 4.42235 3.50618  0.000
H -9.38253 -0.40931 2.39460  0.000
H -9.33268 -0.41640 4.13899  0.000
C -0.44830 3.12609 -2.88912  0.001
C -0.87831 3.46989 -1.43986  0.027
C 0.18668 4.33892 -0.75091  0.016
C 1.42890 3.56187 -0.33457  0.001
C 1.03694 2.37584 0.54162  0.014
C 0.00294 1.46168 -0.12693  0.027
N -1.17213 2.21804 -0.67678  0.361
O -1.93617 2.55196 0.34309  0.545
C 0.70793 0.65481 -1.23882  0.003
C -0.43495 0.38091 0.87407  -0.001
C -2.12396 4.34683 -1.65140  -0.001
H 0.18843 3.91083 -3.30274  0.000
H 0.09273 2.19370 -2.99906  0.000
H -1.31652 3.02993 -3.54490  0.000
H -0.24157 4.80651 0.14316  0.003
H 0.47850 5.16242 -1.40659  0.001
H 1.98237 3.23022 -1.21774  0.000
H 2.10402 4.21856 0.21911  0.001
H 1.93440 1.80134 0.78893  0.001
H 0.64927 2.75488 1.49404  0.003
H -0.01640 0.13828 -1.87254  0.001
H 1.35779 -0.11014 -0.81233  0.000
H 1.36154 1.25776 -1.86702  0.000
H -0.83943 0.80090 1.79689  -0.001
H 0.41456 -0.23836 1.16422  0.000
H -1.18835 -0.27840 0.43411  0.000
H -2.93915 3.77330 -2.09823  0.000
H -1.88878 5.17214 -2.32551  0.000
H -2.48881 4.78997 -0.72332  -0.001
C 4.89446 -3.78528 -3.41777  0.001
C 4.74182 -2.63623 -2.38799  0.027
C 6.05860 -2.41374 -1.62623  0.015
C 6.34436 -3.48435 -0.58085  0.001
C 5.16582 -3.60470 0.38126  0.013
C 3.83710 -3.86522 -0.33938  0.026
N 3.59382 -2.91220 -1.47161  0.349
O 3.23108 -1.76269 -0.94317  0.558
C 3.82867 -5.32744 -0.83916  0.002
C 2.69192 -3.83108 0.68526  -0.001
C 4.51056 -1.40511 -3.28024  -0.001
H 5.92614 -3.85978 -3.76802  0.000
H 4.61539 -4.76783 -3.05555  0.000
H 4.26350 -3.61546 -4.29294  0.000
H 6.03279 -1.44074 -1.12268  0.003
H 6.89326 -2.36293 -2.32916  0.001
H 6.55382 -4.44226 -1.06610  0.000
H 7.24661 -3.22174 -0.02347  0.001
H 5.36586 -4.41089 1.09358  0.001
H 5.10153 -2.68653 0.97530  0.003
H 2.99802 -5.50532 -1.52523  0.001
H 3.70693 -6.02007 -0.00529  0.000
H 4.75727 -5.62831 -1.32144  0.000
H 2.64662 -2.88971 1.23433  -0.001
H 2.82205 -4.61665 1.43100  0.000
H 1.72672 -3.99432 0.19921  0.000
H 3.56251 -1.47948 -3.81729  0.000
H 5.30821 -1.32657 -4.02122  0.000
H 4.50897 -0.47128 -2.71603  -0.001

Atomic forces in eV per Å
C 0.0 0.0 0.3
C 0.1 0.8 0.1
Br -0.1 0.8 -0.3
C 0.3 -1.1 0.2
N 2.2 -3.4 -1.8
N -3.0 2.2 1.3
C 0.5 -0.9 -0.2
N 0.0 -0.4 0.2
C 1.2 4.2 0.4
N -0.1 -0.7 -0.6
H -0.2 0.2 0.6
H -0.2 -0.8 0.1
H -0.1 -0.2 -0.9
H 0.2 -0.5 -0.6
H -0.3 0.1 0.8
H 0.0 0.8 0.4
H 0.0 -0.8 -0.2
H -0.4 -0.7 0.0
H 0.1 0.0 0.5
H -0.1 0.4 -0.3
C 0.2 -0.3 -0.2
C 0.2 0.6 -2.2
C 0.3 -0.2 0.5
C -0.1 0.0 0.0
C 0.0 0.5 0.0
C 1.2 -1.8 -0.6
N 0.0 1.8 2.8
O -0.4 -0.7 -0.8
C 0.2 0.1 -0.3
C -0.6 0.3 0.3
C -0.4 -0.2 0.7
H -0.1 0.1 0.1
H 0.1 0.0 0.1
H 0.0 0.1 0.1
H -0.1 -0.1 0.0
H -0.2 -0.1 -0.1
H 0.0 0.0 0.0
H 0.0 0.0 0.0
H -0.2 -0.2 -0.1
H -0.2 0.0 -0.1
H 0.0 0.1 0.0
H -0.1 0.1 0.1
H -0.1 0.0 0.0
H -0.1 0.1 -0.1
H 0.1 0.1 -0.2
H 0.0 0.0 0.0
H 0.1 0.0 0.0
H 0.2 -0.2 0.0
H 0.1 -0.1 0.0
C -0.1 -0.4 0.0
C 0.7 -0.7 -2.0
C 0.0 0.0 0.6
C -0.1 0.0 0.0
C 0.4 0.3 -0.1
C -0.4 -2.1 0.5
N 1.1 2.4 1.9
O -0.6 -0.6 -0.6
C 0.2 -0.2 -0.3
C -0.2 0.7 -0.1
C -0.5 0.4 0.5
H 0.0 0.1 0.0
H 0.1 0.0 0.1
H 0.0 0.1 0.1
H -0.2 0.0 0.0
H -0.2 0.0 -0.2
H -0.1 0.0 0.0
H 0.0 0.0 0.0
H -0.3 0.0 -0.1
H -0.1 0.0 -0.1
H 0.1 0.1 0.0
H 0.0 0.2 0.1
H -0.1 0.1 -0.1
H 0.0 0.1 -0.2
H 0.2 -0.1 -0.2
H 0.1 0.0 0.0
H 0.0 0.0 0.1
H 0.0 -0.3 0.1
H -0.1 -0.1 0.1

=====

2.
A 8-piece molecular cluster, C23H46ClF6N7O9S2 overall, computed with ωB97M-V/def2-TZVPD.

Output
molar mass = 778.24 g/mol
energy = -103933.62275 eV
LUMO = -6.56 eV
frontier orbital gap = 4.445 eV
charge = +2
spin multiplicity = 1

Last column: Mulliken charge in e.
Geometry (Å):
C 11.78461 10.81083 -8.64770  0.901
C 12.79313 11.85908 -8.53568  -0.042
O 12.95867 12.56231 -7.47887  -0.487
N 13.70717 12.03089 -9.74394  -0.071
H 14.63441 11.81931 -9.40401  0.371
H 13.47360 11.34241 -10.44504  0.421
C 13.57708 13.43495 -10.38551  -0.793
H 10.80375 11.28590 -8.63041  -0.063
H 11.91329 10.07286 -7.85589  -0.162
H 11.82665 10.37972 -9.64793  -0.174
H 12.55530 13.80655 -10.46288  0.330
H 14.07046 13.29619 -11.34750  0.394
H 14.13449 14.13680 -9.76518  0.350
C 11.49572 6.80834 -6.86845  0.193
C 10.21653 6.05614 -6.65358  0.263
O 9.13188 6.34670 -7.17722  -0.476
N 10.31028 4.84648 -5.65824  0.512
H 9.66856 4.13397 -5.97544  0.515
H 11.24293 4.46286 -5.60273  -0.128
C 9.89660 5.33592 -4.25592  -1.016
H 12.39829 6.27811 -7.17226  0.422
H 11.90516 7.26750 -5.96865  -0.265
H 11.32498 7.60595 -7.59148  -0.353
H 9.63680 4.48403 -3.62753  0.450
H 8.98727 5.91704 -4.40928  0.480
H 10.72493 5.92774 -3.86640  0.312
C 5.36798 4.55863 0.29530  -0.980
C 6.77890 5.17377 0.47015  0.482
O 7.24310 5.49659 1.56174  -0.436
N 7.70612 5.23577 -0.71538  -0.099
H 8.36497 4.50205 -0.49707  0.369
H 7.27020 4.77297 -1.50016  0.397
C 8.26117 6.63497 -1.07338  -0.460
H 5.60703 3.65359 -0.26313  0.369
H 4.82857 5.29620 -0.29895  0.347
H 5.01249 4.47698 1.32246  0.330
H 9.05144 6.56021 -1.82037  -0.097
H 8.76181 7.17000 -0.26642  0.391
H 7.42681 7.25067 -1.40933  0.414
C 11.40987 8.18480 -1.64850  -0.510
C 12.77608 8.87484 -1.81048  -1.052
N 13.62172 8.22606 -2.76746  0.279
C 14.30546 6.99698 -2.52515  -0.431
C 14.86202 6.64936 -3.72590  -0.452
N 14.64460 7.63429 -4.67345  0.245
C 13.83183 8.58612 -4.06538  -0.392
C 15.04210 7.56160 -6.10672  -0.869
H 10.70507 8.92011 -1.26032  0.484
H 11.47900 7.45109 -0.84539  0.529
H 10.89067 7.78526 -2.51965  -0.273
H 13.33890 8.95377 -0.88037  0.401
H 12.62593 9.88535 -2.19050  0.395
H 14.28361 6.60714 -1.51820  0.479
H 15.41569 5.76147 -3.99334  0.470
H 13.21787 9.36014 -4.50168  0.597
H 14.53274 8.33265 -6.68475  0.234
H 14.74497 6.63658 -6.60084  0.355
H 16.12439 7.66863 -6.17946  0.368
C 8.15986 10.90215 -10.71712  -1.017
C 7.91656 9.37274 -10.87971  -0.393
N 9.17047 8.64538 -10.97614  0.395
C 10.25942 9.04575 -11.69197  -0.490
C 11.27358 8.12532 -11.49379  -0.708
N 10.82085 7.17204 -10.61985  0.374
C 9.51149 7.46754 -10.38186  -0.442
C 11.49533 6.03769 -10.17863  -0.513
H 8.69663 11.24242 -11.60267  0.388
H 8.91873 11.11493 -9.96416  0.124
H 7.26531 11.52237 -10.66038  0.395
H 7.30544 9.05641 -11.72503  0.350
H 7.48769 9.08127 -9.92095  0.344
H 10.24871 9.92078 -12.32490  0.443
H 12.29146 8.10688 -11.85432  0.562
H 8.85628 6.78248 -9.86437  0.508
H 12.43032 6.31538 -9.69202  0.333
H 11.64271 5.33744 -11.00083  0.428
H 10.77855 5.58482 -9.49362  -0.145
Cl 13.52852 3.67995 -5.89482  -0.689
C 8.63964 10.05045 -6.36237  0.400
F 7.30790 10.08794 -6.33572  -0.219
F 8.91707 9.05704 -7.21443  -0.240
F 9.07949 11.22509 -6.77263  -0.201
S 9.39476 9.64722 -4.64026  1.130
O 10.83522 9.63829 -4.81896  -0.466
O 8.90276 10.70414 -3.73689  -0.702
O 8.74893 8.36967 -4.27929  -0.605
C 10.34045 2.53807 -9.14641  0.607
F 11.41222 3.14488 -8.62682  -0.235
F 9.54202 3.37342 -9.72456  -0.218
F 10.77654 1.65004 -10.05032  -0.228
S 9.44368 1.52710 -7.82090  1.056
O 9.32012 2.37656 -6.64037  -0.780
O 8.16710 1.10815 -8.46413  -0.672
O 10.27346 0.34405 -7.65771  -0.646

Atomic forces in eV per Å
C -0.4 -0.2 -1.3
C 0.7 3.4 6.2
O -0.1 -3.3 -6.2
N -1.4 1.3 0.7
H 0.8 0.4 0.0
H -0.1 -0.3 -0.2
C 1.2 -0.2 0.2
H -0.1 -0.1 0.6
H -0.3 0.1 0.1
H 0.0 -0.6 0.1
H -0.1 -0.7 0.0
H -0.2 0.5 0.0
H 0.0 -0.2 0.0
C 0.6 0.6 -0.1
C -2.3 0.0 -1.0
O 3.8 -1.6 2.0
N -1.2 3.0 0.6
H -0.6 -1.4 -0.7
H 1.7 -0.8 -0.4
C -0.3 -0.2 -1.3
H -0.5 -1.1 -0.2
H -0.7 0.1 0.5
H -0.3 0.0 0.1
H 0.5 -0.2 -0.2
H 0.3 0.3 0.1
H -0.2 -0.1 0.1
C 2.7 1.4 -0.3
C -0.3 0.5 4.8
O -0.9 -0.6 -3.8
N 0.1 0.5 -0.1
H 1.4 0.2 0.5
H -0.7 0.5 -0.8
C 0.3 -0.1 -0.1
H -0.9 -0.4 0.1
H -0.5 -0.4 -0.1
H -0.3 -0.4 -0.4
H -0.5 -0.4 -0.3
H -0.5 -0.7 0.7
H 0.1 -0.3 -0.2
C -0.1 0.4 1.2
C -1.0 0.8 -0.4
N 2.1 -1.9 -2.4
C -0.8 1.8 -1.3
C 0.6 -0.3 0.4
N -2.2 1.0 1.2
C 0.3 -1.9 1.0
C -0.1 0.1 0.2
H 0.1 0.3 0.0
H 0.0 -0.4 -0.2
H 0.7 0.1 -0.3
H -0.3 -0.1 0.1
H -0.1 0.0 0.1
H 0.2 -0.3 -0.3
H 0.0 0.0 0.0
H 0.4 0.2 -0.3
H 0.1 0.4 0.4
H 0.0 -0.5 0.7
H -0.1 0.1 0.0
C 1.0 -0.6 -1.6
C -0.6 0.9 1.3
N 1.7 -1.9 0.4
C 1.4 -0.5 -0.3
C -0.3 1.1 0.0
N -3.2 3.3 -1.7
C 0.6 0.3 -0.1
C 0.2 -2.1 0.8
H -0.3 0.2 -0.4
H -0.6 -0.2 0.7
H 0.0 -0.4 0.4
H -0.2 0.4 0.2
H -0.4 -0.5 -0.3
H 0.0 -0.1 0.1
H -0.2 0.0 -0.1
H -0.1 0.3 0.3
H -0.1 -0.3 0.0
H 0.3 0.0 0.1
H 0.7 -0.5 0.3
Cl -0.6 1.2 0.2
C -0.7 -1.0 2.2
F 0.1 0.3 0.4
F 0.9 0.2 -0.8
F 0.5 0.3 -0.8
S -2.9 0.9 2.7
O 0.4 -0.4 -0.8
O 0.9 -0.9 -1.8
O 1.2 0.3 -1.0
C 0.4 -3.7 1.8
F 0.1 0.9 -0.2
F -0.9 2.1 -1.1
F 0.0 0.6 -0.2
S -1.9 -4.1 -1.4
O 0.1 1.4 0.1
O 1.7 2.2 0.9
O 0.4 1.6 0.3

=====

3.
A 7-piece molecular cluster, C23H46O9 overall, computed with ωB97M-V/def2-TZVPD.

Output
molar mass = 466.61 g/mol
energy = -43013.45690 eV
LUMO = 0.20 eV
frontier orbital gap = 9.646 eV
spin multiplicity = 1
SMILES string = CCOC(C)=O.CCOC(C)=O.CC(C)=O.CC(C)=O.CC(C)=O.CC(C)=O.CC(C)=O
energy above the lowest of the compared OMol25 structures with the same formula, charge and spin = 0.0 kJ/mol

Last column: Mulliken charge in e.
Geometry (Å):
O 1.01199 -1.39138 1.68109  -0.485
C 2.01777 -2.02021 1.94180  0.621
O 3.34406 -1.84233 1.65490  -0.330
C 3.68911 -0.73567 0.87591  0.519
C 5.09847 -1.01640 0.25377  -1.302
C 1.82883 -3.34767 2.85105  -0.460
H 3.81087 0.27567 1.42593  0.031
H 2.88729 -0.84105 0.08525  0.009
H 5.02649 -2.09462 -0.23499  0.251
H 5.84534 -0.98829 0.90931  0.439
H 5.46190 -0.18117 -0.47645  0.311
H 1.13758 -3.15400 3.77287  0.288
H 2.81371 -3.91152 3.08348  0.290
H 1.39185 -4.05963 2.17588  -0.221
O 0.40687 -5.08902 -2.60404  -0.624
C 0.52258 -4.34425 -1.60336  0.159
O 0.16997 -4.69604 -0.33218  -0.030
C -0.36674 -5.93511 -0.04519  -0.397
C -1.07313 -5.95950 1.29249  -0.775
C 1.05536 -2.95691 -1.66395  -0.027
H 0.54381 -6.66737 -0.00039  0.266
H -1.08465 -6.39402 -0.71310  0.409
H -1.49173 -4.98561 1.37902  0.000
H -0.18814 -5.74687 2.02924  0.174
H -1.71629 -6.71366 1.21288  0.500
H 0.24637 -2.27948 -1.54565  0.032
H 1.50503 -2.61843 -2.63356  0.413
H 1.99429 -3.08148 -0.82647  -0.041
C -4.76828 -0.84477 1.30808  -1.270
C -3.33981 -0.76903 1.70957  0.549
O -2.79681 0.51880 1.92834  -0.561
C -2.37636 -1.95685 1.61596  -0.638
H -5.26989 -1.62029 1.89706  0.415
H -4.95309 -1.34721 0.36816  0.367
H -5.57293 -0.02687 1.45390  0.310
H -2.88362 -2.91538 1.05676  0.229
H -2.25218 -2.40845 2.48841  0.512
H -1.57818 -1.73430 1.00315  0.062
C -4.31662 3.43454 -1.89541  -1.099
C -3.47051 4.62873 -1.37790  0.554
O -3.81375 5.84446 -1.48897  -0.579
C -2.02006 4.37335 -0.76637  -0.561
H -4.45150 2.72590 -1.17501  0.361
H -3.85223 3.33736 -2.83967  0.255
H -5.37299 3.60606 -2.11790  0.356
H -1.28824 4.01750 -1.55634  0.264
H -2.13565 3.47247 -0.13390  0.125
H -1.52352 5.19990 -0.27767  0.386
C -1.43675 0.13036 -4.56628  -1.049
C -1.04621 -1.00417 -5.51332  0.776
O -0.85499 -2.17287 -5.09816  -0.546
C -1.00804 -0.61482 -6.96954  -1.169
H -2.10280 0.83857 -5.20525  0.332
H -0.50901 0.69299 -4.46351  0.335
H -2.07183 -0.17209 -3.76024  0.363
H -1.23676 -1.54432 -7.56026  0.316
H -0.11858 -0.33340 -7.33500  0.368
H -1.48258 0.34279 -7.30612  0.306
C -0.44653 1.09591 -0.97206  -0.167
C 0.80335 1.61121 -0.17915  1.030
O 2.05257 1.57962 -0.64221  -0.699
C 0.44591 2.51418 0.96877  -0.876
H -1.02636 1.87721 -1.33328  0.207
H -0.95089 0.51588 -0.23557  0.018
H -0.20454 0.40930 -1.95853  -0.270
H 0.17627 3.54234 0.50178  0.049
H 1.56053 2.73139 1.32425  -0.065
H -0.22976 2.02181 1.36021  0.684
C 3.61614 4.30948 3.33891  -0.717
C 2.52426 5.09267 4.17031  0.674
O 1.32924 5.30770 3.69377  -0.533
C 3.06044 5.81686 5.46362  -1.164
H 3.57160 4.64402 2.18247  0.253
H 3.42926 3.18785 3.60247  0.160
H 4.71058 4.45950 3.67690  0.341
H 3.68738 5.34420 6.23665  0.351
H 2.25945 6.18311 6.08066  0.362
H 3.64604 6.83278 5.35186  0.273

Atomic forces in eV per Å
O 2.1 0.2 -0.6
C -0.8 -2.2 2.5
O -1.5 -0.6 1.8
C 0.9 1.4 -2.3
C -3.3 -0.7 -4.3
C 1.3 0.6 0.3
H -1.1 -1.7 -0.7
H 1.1 1.7 0.5
H 0.5 2.4 0.7
H 2.8 -0.4 3.3
H -1.3 -1.6 0.8
H 1.5 -0.3 -1.9
H -1.4 1.5 0.2
H -0.9 -0.2 -0.3
O 0.2 1.7 3.4
C -0.7 -2.6 -3.5
O 0.1 1.9 -1.0
C 1.6 -3.5 0.3
C 5.9 4.9 0.4
C 3.7 -0.8 1.0
H -1.6 0.9 -0.2
H 0.2 0.7 -1.2
H -1.4 0.6 -0.1
H -2.0 -1.8 -0.4
H -2.4 -3.2 1.2
H -0.4 0.9 1.3
H -0.3 -1.1 0.7
H -2.8 1.4 -2.0
C -2.6 -0.4 1.2
C 3.5 7.9 -0.1
O -3.1 -8.0 -1.1
C -5.2 -0.9 -4.1
H 0.4 -0.3 0.6
H 0.6 0.3 -0.8
H 2.3 -0.5 -0.4
H 0.6 2.4 0.9
H 1.5 -1.3 4.2
H 2.2 0.7 -0.5
C -0.3 3.7 -0.3
C 0.1 4.6 0.4
O 0.6 -4.3 0.2
C -1.0 -2.1 -1.6
H 1.0 -2.8 1.5
H 0.6 -1.6 -1.0
H 0.2 1.2 -0.1
H -1.0 0.5 0.4
H 0.2 0.6 0.2
H -0.6 0.3 0.2
C -1.0 1.0 -3.2
C -0.4 -2.2 1.5
O -0.4 3.3 -1.4
C -2.7 -1.4 -0.4
H 1.0 -1.0 1.1
H -0.1 0.1 1.0
H 0.5 -0.2 1.0
H -0.3 1.1 0.4
H 4.3 0.4 -0.6
H -0.9 -1.2 0.7
C 3.7 -3.1 -1.5
C 4.8 1.5 -4.8
O -6.4 -0.5 2.3
C 9.7 5.5 -5.7
H -1.0 1.6 -0.2
H -1.0 -0.6 0.3
H -0.2 1.6 2.8
H -0.1 -1.9 0.8
H -2.8 -0.6 0.7
H -6.6 -3.8 5.5
C 0.1 -0.3 -0.4
C -2.4 2.0 -2.2
O 5.9 -1.3 2.7
C 0.3 1.8 0.5
H -0.2 -1.3 2.7
H 0.1 1.8 -1.2
H -1.9 0.2 -0.2
H 0.0 -0.9 -1.0
H -1.0 -0.1 -0.1
H -0.9 -2.0 -0.9

=====

- Among the records above, which one has the lowest energy?
  C23H46BrN6O2

=====

- Number 2 is which compound?
  C23H46ClF6N7O9S2

=====

- Look up the molar mass of the second one.
  778.24 g/mol